The following is a quantum chemistry calculation of a cluster of 3 separate species, C20H23F6N3O6 in total, from the Open Molecules 2025 dataset.

XYZ file:
```
58
Properties=species:S:1:pos:R:3
C -4.60 -4.35 -2.43
C -3.73 -3.88 -1.31
C -2.81 -4.88 -0.67
N -3.80 -2.66 -0.93
C -3.67 -2.45 0.47
C -4.68 -2.91 1.32
C -4.60 -2.74 2.69
C -3.50 -2.11 3.28
C -3.40 -1.93 4.79
N -2.19 -2.56 5.36
C -2.51 -1.66 2.42
C -2.57 -1.81 1.03
C -1.34 -1.26 0.40
O -1.11 -1.01 -0.74
N -0.43 -1.02 1.50
C -1.22 -0.95 2.70
O -0.85 -0.36 3.66
H -5.50 -4.76 -1.99
H -4.89 -3.51 -3.06
H -4.09 -5.13 -3.01
H -3.29 -5.34 0.19
H -2.61 -5.70 -1.36
H -1.90 -4.41 -0.31
H -5.53 -3.40 0.86
H -5.40 -3.08 3.34
H -4.28 -2.41 5.22
H -3.37 -0.86 4.98
H -1.48 -1.84 5.40
H -1.82 -3.24 4.70
H 0.19 -1.83 1.48
C 3.10 0.36 0.31
C 2.37 0.34 -1.02
O 3.20 0.83 -2.09
C 4.08 -0.03 -2.58
O 4.26 -1.16 -2.22
C 4.85 0.62 -3.74
F 5.25 1.86 -3.42
F 4.08 0.72 -4.83
F 5.93 -0.09 -4.07
H 3.49 1.36 0.53
H 2.42 0.06 1.10
H 3.96 -0.31 0.31
H 1.51 1.00 -0.98
H 2.00 -0.66 -1.25
C 4.39 4.39 -1.86
C 3.00 4.25 -1.28
O 2.63 5.42 -0.51
C 2.22 6.46 -1.21
O 2.12 6.54 -2.40
C 1.82 7.60 -0.25
F 2.75 7.78 0.70
F 0.66 7.31 0.36
F 1.67 8.75 -0.91
H 5.11 4.60 -1.08
H 4.67 3.47 -2.37
H 4.43 5.21 -2.58
H 2.97 3.42 -0.58
H 2.26 4.06 -2.05
```

SMILES = CC(C)=Nc1ccc(CN)c2c1C(=O)NC2=O.CCOC(=O)C(F)(F)F.CCOC(=O)C(F)(F)F
LUMO level = -0.645 eV
HOMO energy = -9.012 eV
M = 515.407 Da
Net charge = 0

Results of the natural (NBO) charge analysis, in e, for atoms 1 through 5: number 1, C, carries -0.67; number 2, C, carries 0.39; number 3, C, carries -0.71; number 4, N, carries -0.45; number 5, C, carries 0.19



The following is a quantum chemistry calculation of a structure of composition C36H36N10O3ReS2Si, from the Open Molecules 2025 dataset.

XYZ file:
```
89
Properties=species:S:1:pos:R:3
Re 1.24 -0.39 0.06
C 3.82 -1.77 3.29
C 2.95 -1.01 2.34
N 2.24 -1.60 1.38
N 2.20 -2.97 1.39
C 1.12 -3.67 0.96
N 1.09 -4.98 1.22
S -0.15 -2.92 0.16
C 2.73 0.40 2.43
C 3.35 1.27 3.34
C 2.94 2.58 3.41
C 1.92 3.02 2.56
C 1.38 2.14 1.66
N 1.77 0.86 1.56
H 4.46 -2.47 2.75
H 4.47 -1.10 3.85
H 3.22 -2.31 4.02
H 2.87 -3.44 1.99
H 1.84 -5.45 1.70
H 0.32 -5.52 0.86
H 4.14 0.92 3.97
H 3.40 3.27 4.11
H 1.56 4.04 2.61
H 0.59 2.46 0.99
N -2.87 6.98 -0.16
C -2.43 5.72 -0.28
C -2.64 4.76 0.73
C -2.22 3.46 0.58
C -1.61 3.07 -0.61
C -1.36 4.01 -1.61
C -1.74 5.32 -1.44
S -1.20 1.41 -0.98
O -1.90 0.91 -2.12
O -1.47 0.58 0.29
N 0.38 1.11 -1.09
C 1.26 1.69 -1.94
N 0.88 2.59 -2.84
C 1.83 3.11 -3.61
C 3.16 2.75 -3.49
C 3.46 1.81 -2.51
N 2.52 1.28 -1.75
H -3.45 7.26 0.61
H -2.76 7.62 -0.93
H -3.14 5.06 1.64
H -2.39 2.75 1.37
H -0.86 3.69 -2.50
H -1.53 6.04 -2.21
H 1.48 3.85 -4.32
H 3.93 3.19 -4.11
H 4.47 1.48 -2.32
N -1.58 -0.75 -4.71
C -0.53 -1.51 -5.07
O -0.46 -2.10 -6.13
C 0.61 -1.61 -4.08
C 1.84 -2.08 -4.52
C 2.88 -2.20 -3.61
C 2.66 -1.84 -2.29
N 1.48 -1.40 -1.86
C 0.47 -1.31 -2.73
H -2.31 -0.66 -5.40
H -1.63 -0.16 -3.90
H 1.95 -2.35 -5.56
H 3.84 -2.57 -3.92
H 3.45 -1.91 -1.56
H -0.48 -1.02 -2.33
C -4.40 -4.02 -0.83
C -4.83 -3.64 0.43
C -4.36 -2.47 0.99
C -3.45 -1.66 0.31
C -3.07 -2.03 -0.98
C -3.54 -3.20 -1.55
Si -2.67 -0.23 1.22
C -1.58 -0.89 2.63
C -0.69 -0.09 3.34
C 0.13 -0.63 4.31
C 0.06 -1.98 4.62
C -0.84 -2.78 3.96
C -1.64 -2.25 2.96
H -4.72 -4.96 -1.25
H -5.53 -4.25 0.97
H -4.71 -2.17 1.97
H -2.42 -1.38 -1.54
H -3.22 -3.48 -2.54
H -3.60 0.85 1.57
H -0.66 0.98 3.15
H 0.82 0.00 4.85
H 0.69 -2.39 5.39
H -0.94 -3.83 4.21
H -2.33 -2.89 2.44
```

LUMO level (spin up / spin down) = -5.913 / -5.515 eV
HOMO energy (spin up / spin down) = -12.914 / -11.935 eV
M = 935.178 Da
Net charge = +2
2S+1 = 2
Energy relative to the best compared isomer or geometry (same formula, charge and spin) = 22.69 kcal/mol

Results of the Löwdin charge analysis, in e, for atoms 1 through 5: number 1, Re, carries 1.36; number 2, C, carries 0.00; number 3, C, carries -0.26; number 4, N, carries -0.14; number 5, N, carries 0.01



Sequential E_tot output: -54173.56966; -90626.19608 eV
Sequential F_max output: 1.9; 3.2 eV Å⁻¹